# 1
{
  "formula": "C29H41GaN11O2S",
  "method": "wB97M-V/def2-TZVPD",
  "species": ["Ga", "C", "N", "C", "C", "N", "N", "C", "N", "N", "H", "H", "H", "H", "H", "H", "H", "H", "H", "H", "H", "C", "N", "C", "C", "N", "C", "S", "C", "C", "C", "C", "C", "N", "H", "H", "H", "H", "H", "H", "H", "H", "H", "C", "N", "C", "C", "C", "C", "C", "C", "C", "C", "H", "H", "H", "H", "H", "H", "H", "H", "H", "H", "H", "H", "H", "O", "C", "N", "C", "O", "C", "C", "C", "C", "N", "C", "H", "H", "H", "H", "H", "H", "H", "H"],
  "xyz": [[-0.4812, -0.0020, 0.8844], [-2.4054, -5.1665, -0.8150], [-2.6590, -3.8046, -0.3426], [-4.0414, -3.4234, -0.0587], [-1.6757, -2.9538, -0.0068], [-1.8408, -1.7223, 0.3487], [-0.3800, -3.4594, -0.1045], [0.7880, -2.8373, 0.2610], [1.8485, -3.6587, 0.3515], [0.8838, -1.5558, 0.4721], [-3.3075, -5.5508, -1.2796], [-2.1460, -5.8445, 0.0038], [-1.6283, -5.1902, -1.5801], [-4.6888, -4.2709, -0.2542], [-4.3706, -2.5950, -0.6903], [-4.1625, -3.1450, 0.9900], [-2.8147, -1.4500, 0.4055], [-0.3233, -4.4601, -0.1967], [1.7820, -4.6432, 0.1564], [2.7748, -3.2905, 0.4829], [1.8248, -1.2954, 0.7418], [0.2413, -2.3865, 5.3876], [0.2386, -0.9334, 5.3496], [0.7220, -0.1009, 6.3337], [0.5033, 1.1617, 5.9359], [-0.1335, 1.1090, 4.6984], [-0.2626, -0.1996, 4.3416], [-1.0037, -0.9475, 2.9880], [-0.6222, 2.2816, 4.0557], [-0.9778, 3.3531, 4.8694], [-1.3545, 4.5424, 4.2749], [-1.3347, 4.6284, 2.8922], [-0.9786, 3.5081, 2.1714], [-0.6581, 2.3319, 2.7283], [0.7168, -2.7183, 6.3054], [0.7855, -2.7866, 4.5337], [-0.7793, -2.7637, 5.3555], [1.1902, -0.4631, 7.2322], [0.7716, 2.0876, 6.4101], [-0.9829, 3.2523, 5.9448], [-1.6378, 5.3932, 4.8793], [-1.5956, 5.5440, 2.3806], [-0.9203, 3.5450, 1.0928], [-0.6323, -1.2511, -4.7504], [-0.6772, -0.0370, -3.8969], [0.5736, 0.7574, -4.0023], [-1.0391, -0.3558, -2.4766], [-1.8497, 0.7314, -1.7985], [-2.8319, 1.3893, -2.5402], [-3.6998, 2.2949, -1.9548], [-3.6445, 2.4916, -0.5874], [-2.6836, 1.8255, 0.1592], [-1.7326, 0.9840, -0.4221], [-0.3612, -0.9810, -5.7687], [-1.6137, -1.7207, -4.7680], [0.1051, -1.9500, -4.3616], [-1.4268, 0.5554, -4.2554], [1.4360, 0.1341, -3.7718], [0.5244, 1.5936, -3.3061], [0.6816, 1.1481, -5.0121], [-0.1309, -0.5654, -1.9139], [-1.6338, -1.2709, -2.4829], [-2.9610, 1.1884, -3.6004], [-4.4378, 2.8054, -2.5582], [-4.3505, 3.1517, -0.1015], [-2.6894, 1.9682, 1.2314], [4.2426, 1.3095, -5.5569], [5.0428, 0.6839, -4.5807], [4.6259, 1.1938, -3.2916], [3.6975, 0.5663, -2.5506], [3.2026, -0.5180, -2.8311], [3.2610, 1.2496, -1.2788], [3.9499, 2.2439, -0.5949], [3.4326, 2.6825, 0.6143], [2.2790, 2.1049, 1.1157], [1.5909, 1.1628, 0.4558], [2.0873, 0.7724, -0.7182], [4.7063, 1.3307, -6.4012], [6.1023, 0.9062, -4.7127], [4.8892, -0.3949, -4.5700], [4.8101, 2.1717, -3.1325], [4.8794, 2.6558, -0.9660], [3.9220, 3.4676, 1.1731], [1.9061, 2.4022, 2.0815], [1.5437, 0.0029, -1.2466]],
  "lowdin_charge": [0.45, -0.02, -0.13, -0.01, -0.40, 0.06, 0.18, -0.43, 0.21, 0.08, 0.10, 0.11, 0.10, 0.10, 0.10, 0.11, 0.07, 0.13, 0.13, 0.13, 0.09, -0.01, -0.11, 0.01, 0.00, 0.03, -0.59, 0.83, -0.24, 0.02, -0.01, -0.02, -0.13, 0.10, 0.11, 0.09, 0.10, 0.15, 0.14, 0.12, 0.13, 0.13, 0.11, 0.03, -0.17, 0.03, -0.09, -0.23, -0.03, -0.04, -0.04, -0.13, -0.16, 0.12, 0.11, 0.12, 0.14, 0.08, 0.12, 0.12, 0.09, 0.13, 0.12, 0.12, 0.12, 0.08, -0.02, -0.22, 0.12, -0.44, 0.04, -0.08, 0.04, 0.00, -0.08, 0.03, -0.10, 0.10, 0.14, 0.13, 0.15, 0.13, 0.13, 0.11, 0.08],
  "e_tot_ev": -114416.2411,
  "total_charge": 3
}

---

# 2
{
  "formula": "C24H45AsAuN6OS2",
  "method": "wB97M-V/def2-TZVPD",
  "species": ["Au", "C", "N", "C", "C", "C", "N", "C", "C", "H", "H", "H", "H", "H", "H", "H", "H", "H", "H", "H", "H", "H", "H", "H", "H", "C", "C", "C", "N", "C", "S", "N", "C", "O", "C", "C", "C", "C", "C", "C", "H", "H", "H", "H", "H", "H", "H", "H", "H", "H", "H", "H", "H", "H", "C", "C", "N", "C", "C", "N", "H", "H", "H", "H", "H", "H", "C", "As", "C", "C", "S", "H", "H", "H", "H", "H", "H", "H", "H", "H"],
  "xyz": [[0.1208, 0.5420, 0.3473], [0.8010, -2.0369, 1.8008], [1.2394, -0.6077, 1.6903], [1.1663, 0.0083, 3.0516], [2.6127, -0.6064, 1.1244], [3.0340, 0.7955, 0.8350], [2.0793, 1.4172, -0.1257], [2.4591, 1.1163, -1.5278], [1.9777, 2.8834, 0.0926], [0.8763, -2.5158, 0.8280], [-0.2244, -2.0935, 2.1382], [1.4425, -2.5297, 2.5337], [1.7870, -0.5701, 3.7369], [0.1376, -0.0174, 3.4034], [1.5063, 1.0404, 3.0399], [2.5832, -1.1983, 0.2076], [3.3093, -1.0928, 1.8118], [4.0445, 0.7967, 0.4208], [3.0585, 1.4052, 1.7357], [1.7531, 1.5893, -2.2019], [2.4672, 0.0407, -1.6989], [3.4551, 1.5194, -1.7233], [2.9645, 3.3372, -0.0195], [1.6026, 3.0882, 1.0941], [1.3029, 3.3163, -0.6421], [-4.4962, -4.0369, -0.3589], [-5.5490, -2.9460, -0.5413], [-5.3917, -1.7570, 0.4090], [-3.9712, -1.4394, 0.7154], [-3.3282, -0.3164, 0.6256], [-1.7860, -0.2429, 1.5089], [-3.7860, 0.7980, 0.0281], [-4.5852, 1.0332, -1.1624], [-5.0520, 2.1290, -1.2652], [-4.6371, -0.0184, -2.2000], [-3.5668, -0.8777, -2.4337], [-3.6179, -1.7738, -3.4884], [-4.7381, -1.8093, -4.3109], [-5.8107, -0.9540, -4.0755], [-5.7560, -0.0462, -3.0303], [-4.7624, -4.9052, -0.9599], [-4.4342, -4.3776, 0.6804], [-3.5073, -3.7005, -0.6855], [-6.5412, -3.3588, -0.3580], [-5.5319, -2.5963, -1.5710], [-5.8473, -1.9940, 1.3716], [-5.8784, -0.8708, 0.0183], [-3.4629, -2.1982, 1.1561], [-3.4970, 1.6647, 0.4582], [-2.6783, -0.8477, -1.8129], [-2.7818, -2.4403, -3.6603], [-4.7732, -2.4973, -5.1457], [-6.6785, -0.9784, -4.7208], [-6.5696, 0.6460, -2.8519], [-0.5410, 0.5627, -3.1655], [-1.0315, 1.6351, -2.2592], [-0.9041, 1.7208, -0.9285], [-1.5533, 2.8829, -0.4990], [-2.0785, 3.4891, -1.5821], [-1.7419, 2.6964, -2.6580], [0.4286, 0.1920, -2.8532], [-0.4665, 0.9321, -4.1878], [-1.2199, -0.2893, -3.1578], [-1.5739, 3.1843, 0.5359], [-2.6425, 4.4014, -1.6801], [-1.9821, 2.8947, -3.6198], [-0.5012, -5.1389, -3.7062], [0.0548, -4.6302, -1.9506], [1.9651, -4.7363, -1.8955], [-0.6411, -5.9154, -0.7180], [-0.6003, -2.6709, -1.4570], [-0.1281, -6.1403, -3.9210], [-0.0965, -4.4346, -4.4291], [-1.5879, -5.1389, -3.7510], [2.2908, -5.7103, -2.2608], [2.3042, -4.6075, -0.8702], [2.3739, -3.9570, -2.5336], [-0.3109, -6.9127, -1.0091], [-1.7273, -5.8717, -0.7416], [-0.2787, -5.6909, 0.2821]],
  "lowdin_charge": [1.12, -0.11, -0.38, -0.04, -0.16, -0.15, -0.33, -0.04, -0.04, 0.01, 0.03, 0.12, 0.12, 0.07, 0.09, 0.13, 0.16, 0.16, 0.13, 0.08, 0.10, 0.12, 0.12, 0.10, 0.09, -0.10, -0.20, -0.10, 0.09, -0.65, 0.77, 0.13, -0.38, 0.16, -0.18, -0.09, -0.07, -0.03, -0.03, 0.01, 0.09, 0.09, 0.03, 0.13, 0.09, 0.14, 0.12, 0.14, 0.12, 0.04, 0.09, 0.12, 0.13, 0.14, 0.01, -0.33, -0.10, -0.13, -0.02, 0.17, 0.05, 0.11, 0.04, 0.13, 0.15, 0.19, -0.24, 0.68, -0.25, -0.24, 0.09, 0.06, 0.05, 0.04, 0.06, 0.04, 0.04, 0.06, 0.03, 0.04],
  "e_tot_ev": -122784.2312,
  "total_charge": 3
}

---

# 3
{
  "formula": "C24H29N3OS",
  "method": "wB97M-V/def2-TZVPD",
  "species": ["O", "C", "C", "C", "C", "N", "C", "C", "C", "N", "C", "C", "C", "C", "C", "C", "C", "S", "C", "C", "N", "C", "C", "C", "C", "C", "C", "C", "C", "H", "H", "H", "H", "H", "H", "H", "H", "H", "H", "H", "H", "H", "H", "H", "H", "H", "H", "H", "H", "H", "H", "H", "H", "H", "H", "H", "H", "H"],
  "xyz": [[4.0399, 2.3309, 1.8846], [3.7159, 0.9862, 1.6084], [2.2151, 0.7964, 1.3571], [1.8727, -0.4187, 0.4899], [2.2716, -1.7031, 1.2513], [2.0609, -2.9440, 0.5418], [0.7908, -3.6106, 0.7237], [-0.4476, -2.8952, 0.2726], [-1.0348, -2.8971, -0.9600], [-2.1535, -2.1597, -1.0858], [-2.4903, -1.5763, 0.0165], [-3.6501, -0.7325, 0.1806], [-4.4317, -0.4189, -0.9339], [-5.5398, 0.3925, -0.7964], [-5.8856, 0.8984, 0.4473], [-5.1169, 0.5882, 1.5581], [-4.0049, -0.2209, 1.4290], [-1.3812, -1.9066, 1.3461], [2.6046, -2.8661, -0.7946], [2.1752, -1.6064, -1.5512], [2.5625, -0.4298, -0.7946], [2.5554, 0.7807, -1.5893], [1.2069, 1.2520, -2.1909], [0.3435, 2.0118, -1.2279], [-0.8859, 1.5201, -0.8095], [-1.6669, 2.2326, 0.0838], [-1.2279, 3.4502, 0.5733], [-0.0101, 3.9587, 0.1534], [0.7659, 3.2468, -0.7426], [3.5317, 2.6188, 2.6511], [4.0543, 0.3430, 2.4325], [4.2816, 0.7252, 0.7126], [1.8324, 1.7001, 0.8805], [1.6886, 0.6880, 2.3096], [0.7764, -0.4130, 0.3396], [1.7328, -1.7435, 2.1999], [3.3449, -1.6436, 1.4580], [0.6960, -3.8262, 1.7937], [0.8503, -4.5647, 0.1898], [-0.6766, -3.4450, -1.8143], [-4.1483, -0.8204, -1.8939], [-6.1381, 0.6345, -1.6622], [-6.7525, 1.5339, 0.5513], [-5.3843, 0.9811, 2.5280], [-3.4017, -0.4599, 2.2936], [2.3194, -3.7585, -1.3547], [3.6958, -2.8488, -0.6938], [2.6818, -1.5797, -2.5187], [1.0874, -1.6438, -1.7298], [3.2419, 0.5883, -2.4207], [2.9821, 1.5886, -0.9956], [0.6607, 0.3936, -2.5848], [1.4469, 1.9072, -3.0323], [-1.2438, 0.5747, -1.1940], [-2.6229, 1.8381, 0.3945], [-1.8371, 4.0047, 1.2719], [0.3350, 4.9141, 0.5218], [1.7111, 3.6536, -1.0743]],
  "lowdin_charge": [-0.07, -0.27, -0.12, -0.30, -0.13, -0.17, -0.20, -0.49, -0.20, 0.06, -0.54, -0.25, -0.02, -0.07, -0.08, -0.08, -0.07, 1.11, -0.15, -0.17, -0.13, -0.17, -0.11, -0.25, -0.04, -0.06, -0.09, -0.09, -0.06, 0.09, 0.12, 0.12, 0.09, 0.12, 0.11, 0.13, 0.13, 0.12, 0.13, 0.12, 0.11, 0.10, 0.10, 0.10, 0.09, 0.12, 0.12, 0.13, 0.10, 0.12, 0.11, 0.11, 0.12, 0.10, 0.09, 0.10, 0.10, 0.12],
  "e_tot_ev": -42711.6796,
  "total_charge": 0,
  "smiles": "OCC[C@@H]1CN(Cc2cnc(-c3ccccc3)s2)CCN1CCc1ccccc1"
}

---

Number 1: LUMO level -0.2554 Ha, orbital gap 8.92 eV, HOMO -15.9 eV. Number 2: LUMO level -0.3883 Ha, orbital gap 5.45 eV, HOMO -16.0 eV. Number 3: LUMO level 0.0029 Ha, orbital gap 7.90 eV, HOMO -7.8 eV.